Run w
{
  "formula": "C4H12O3",
  "method": "the ωB97M-V functional and the def2-TZVPD basis",
  "smiles": "CC(C)C=O.O.O",
  "molar_mass_g_mol": 108.14,
  "homo_lumo_gap_ev": 10.58,
  "species": ["C", "C", "C", "C", "O", "H", "H", "H", "H", "H", "H", "H", "H", "H", "H", "O", "H", "H", "O"],
  "coordinates": [[-0.64934, 0.20626, -0.88581], [-0.83345, -0.82839, 0.24906], [-0.78895, -0.06909, 1.59910], [-2.09466, -1.81335, 0.03917], [-0.95255, 1.36841, -0.70531], [-0.19895, -0.20093, -1.85178], [0.03506, -1.50567, 0.17106], [-1.14965, -0.70969, 2.37212], [0.12617, 0.30738, 1.94798], [-1.53523, 0.81411, 1.55934], [-2.09636, -2.84944, 0.28236], [-2.96403, -1.50418, 0.62772], [-2.34030, -1.83233, -1.08262], [4.02606, -1.62947, -2.25378], [2.65606, -1.07318, -1.81853], [3.54267, -0.95137, -1.61311], [1.30807, 4.31963, 1.16474], [1.92938, 3.56950, -0.18708], [1.97999, 4.38181, 0.38539]]
}

***

Run x
{
  "formula": "C4H12O3",
  "method": "the ωB97M-V functional and the def2-TZVPD basis",
  "molar_mass_g_mol": 108.14,
  "homo_lumo_gap_ev": 4.33,
  "species": ["C", "C", "O", "C", "C", "H", "H", "H", "H", "H", "H", "H", "H", "H", "H", "O", "H", "H", "O"],
  "coordinates": [[-0.12347, 1.27535, -0.76605], [-2.91524, -0.66326, 0.69830], [1.56987, -0.55305, 1.72486], [-1.70066, -0.13418, 0.47051], [-1.46834, 0.85621, -0.50267], [0.08512, 2.34809, -0.65324], [0.56920, 0.77162, -0.10479], [0.12259, 1.04655, -1.81224], [-3.12393, -1.30587, 1.53649], [-3.73384, -0.34343, 0.07022], [2.05012, -0.61862, 2.55515], [-0.90607, -0.28082, 1.20089], [-2.21093, 0.93371, -1.29530], [0.79047, -2.14856, -0.90786], [1.61991, -0.70650, -0.65776], [1.17935, -1.35564, -1.29682], [3.34970, 0.56805, -0.94748], [2.26246, -0.24938, 1.05472], [2.58366, 0.55973, -0.36693]]
}

***

run w wins, 0.1222 hartree ahead of the next structure.

***

Run w
{
  "formula": "C4H9O2",
  "method": "the ωB97M-V functional and the def2-TZVPD basis",
  "molar_mass_g_mol": 89.11,
  "homo_lumo_gap_ev": 7.86,
  "charge": -1,
  "species": ["C", "C", "H", "H", "H", "H", "H", "H", "C", "C", "O", "O", "H", "H", "H"],
  "coordinates": [[1.33977, 0.26833, 0.41716], [2.08522, 0.18177, 1.77040], [1.33685, 1.28820, 0.03861], [1.75785, -0.41721, -0.31988], [0.28412, 0.03561, 0.57410], [1.40403, -0.13422, 2.55679], [2.49865, 1.14866, 2.07029], [2.90757, -0.53301, 1.73345], [-1.72401, 0.05167, -1.81241], [-2.20420, -0.74221, -0.56368], [-2.75518, -1.84263, -0.77750], [-2.01740, -0.15140, 0.53099], [-0.78081, 0.55602, -1.59081], [-2.46019, 0.85388, -1.91750], [-1.67228, -0.56346, -2.71002]]
}

***

Run x
{
  "formula": "C4H9O2",
  "method": "the ωB97M-V functional and the def2-TZVPD basis",
  "molar_mass_g_mol": 89.11,
  "homo_lumo_gap_ev": 8.02,
  "charge": -1,
  "species": ["C", "C", "H", "H", "H", "H", "H", "H", "C", "C", "O", "O", "H", "H", "H"],
  "coordinates": [[0.30626, -1.68879, 1.37322], [-0.84315, -1.37589, 0.54662], [0.99043, -2.52738, 0.97611], [0.76414, -0.71669, 1.59505], [0.09188, -1.90098, 2.44092], [-0.60741, -0.65341, -0.23124], [-1.22131, -2.33172, 0.19156], [-1.68873, -0.82994, 1.05461], [-0.12958, 1.75035, -1.68502], [0.82775, 1.61633, -0.44348], [0.96235, 2.65796, 0.26544], [1.39829, 0.53403, -0.24489], [0.45161, 2.23919, -2.49748], [-0.87267, 2.48170, -1.34735], [-0.42985, 0.74525, -1.99407]]
}

***

Run y
{
  "formula": "C4H9O2",
  "method": "the ωB97M-V functional and the def2-TZVPD basis",
  "molar_mass_g_mol": 89.11,
  "homo_lumo_gap_ev": 7.81,
  "charge": -1,
  "species": ["O", "C", "H", "H", "C", "O", "C", "C", "H", "H", "H", "H", "H", "H", "H"],
  "coordinates": [[1.92139, -0.00330, 1.13974], [1.67426, 1.18115, 0.81025], [1.41274, 1.93225, 1.57358], [2.26114, 1.57691, -0.03689], [-0.04351, 0.44176, -1.04360], [0.12536, 1.45866, -0.10204], [-1.18800, -0.54694, -0.66783], [-0.92228, -1.32237, 0.61400], [0.91358, -0.11509, -1.09334], [-0.26346, 0.86700, -2.03611], [-1.39049, -1.17943, -1.53956], [-2.00568, 0.16094, -0.49839], [-1.80580, -1.90357, 0.89543], [-0.68571, -0.64457, 1.43695], [-0.00352, -1.90340, 0.54783]]
}

***

run w wins, 0.0212 hartree ahead of the next structure.

***

Run w
{
  "formula": "C4H9PS",
  "method": "the ωB97M-V functional and the def2-TZVPD basis",
  "molar_mass_g_mol": 120.16,
  "homo_lumo_gap_ev": [6.21, 8.95],
  "species": ["C", "C", "C", "C", "P", "S", "H", "H", "H", "H", "H", "H", "H", "H", "H"],
  "coordinates": [[1.50508, 0.59123, -0.24090], [0.46683, -0.44456, -0.87533], [0.77804, 1.71370, 0.57867], [-0.47635, -1.11520, 0.20626], [-1.91235, -0.13375, 0.89896], [-3.08281, 0.30994, -0.60761], [2.29156, 0.10587, 0.44177], [1.96163, 1.01483, -1.11206], [-0.10945, -0.05568, -1.76933], [1.07404, -1.22953, -1.25519], [1.01839, 1.96284, 1.57532], [-0.15826, 2.08812, 0.09909], [-0.85150, -1.99011, -0.37718], [-0.06118, -1.52455, 1.03469], [-2.44368, -1.29315, 1.40284]]
}

***

Run x
{
  "formula": "C4H9PS",
  "method": "the ωB97M-V functional and the def2-TZVPD basis",
  "smiles": "S=[PH]1CCCC1",
  "molar_mass_g_mol": 120.16,
  "homo_lumo_gap_ev": 9.31,
  "species": ["C", "C", "C", "C", "P", "S", "H", "H", "H", "H", "H", "H", "H", "H", "H"],
  "coordinates": [[-0.96665, -0.61070, -0.83491], [0.36819, -0.04377, -1.28913], [-1.29243, 0.42727, 0.66420], [1.32276, -0.19592, -0.20976], [0.43892, 0.35000, 1.42155], [0.81209, -0.54889, 3.10664], [-1.89255, -0.44588, -1.46356], [-0.91822, -1.73054, -0.61107], [0.68108, -0.71565, -2.11364], [0.24727, 1.00981, -1.63247], [-1.57165, 1.49601, 0.53524], [-2.02633, -0.11380, 1.26113], [1.80178, -1.17092, -0.03588], [2.19485, 0.52545, -0.36512], [0.80088, 1.76756, 1.56679]]
}

***

run x wins, 0.0931 hartree ahead of the next structure.